No. 1
Computed, not measured: 2 unconnected molecules or ions with the total composition C4H4BrN at a distorted geometry, with the ωB97M-V functional and the def2-TZVPD basis.

Summary:
SMILES = N#CBr.C#CC
E_tot = -2783.4630 hartree
relative energy (zero: lowest compared OMol25 entry of this formula, charge and spin) = 57.0 kcal/mol
E_LUMO = 0.255 eV
multiplicity = 1

```
10
Properties=species:S:1:pos:R:3:forces:R:3
N -1.04949 3.17067 -0.71723 -0.436 -0.130 -0.391
C -0.16416 3.08670 0.00360 0.235 0.187 0.238
Br 1.20404 3.10614 1.14450 0.204 -0.100 0.154
C 1.15972 -1.01961 1.11013 -1.770 -0.231 -2.029
C 0.34052 -1.22821 0.24728 1.183 -1.134 1.407
C -0.70042 -1.59734 -0.68878 0.668 -0.134 2.264
H 1.92642 -0.58518 1.62105 1.507 0.587 1.363
H -0.59776 -0.81358 -1.32759 -1.157 2.552 -2.204
H -1.58961 -1.68955 -0.10100 -0.956 0.197 -0.331
H -0.52924 -2.43004 -1.29196 0.522 -1.793 -0.471
```
Positions in Å, forces in eV/Å.

No. 2
Computed, not measured: a molecular structure, C31H43BCl3MgN6O4S3, with the ωB97M-V functional and the def2-TZVPD basis.

Summary:
total charge = -1
E_tot = -4637.1335 hartree
E_LUMO = 2.343 eV
multiplicity = 1

```
92
Properties=species:S:1:pos:R:3:forces:R:3
Mg 0.10342 0.52235 0.16755 0.227 -0.283 0.137
C 4.88696 -0.25035 -2.48201 0.016 -0.020 -0.033
C 3.82807 -1.34708 -2.58103 -0.015 -0.047 0.073
C 2.51531 -0.83966 -3.17034 -0.004 -0.002 -0.021
C 4.36967 -2.44797 -3.49202 0.018 0.016 -0.052
N 3.56681 -1.92855 -1.23120 -0.002 0.022 0.023
C 3.71813 -3.26812 -0.91526 -0.006 -0.055 0.050
C 3.30503 -3.42755 0.35437 0.030 -0.043 -0.078
N 2.88962 -2.20443 0.82984 0.041 -0.029 0.032
B 2.21994 -2.16285 2.23066 -0.061 -0.014 -0.105
N 2.17991 -0.75713 2.87475 0.050 -0.008 0.105
C 3.36163 -0.21672 3.33122 0.046 0.075 0.020
C 3.08696 0.95403 3.93120 0.074 -0.093 -0.005
N 1.71811 1.14368 3.86084 -0.039 -0.003 -0.077
C 1.17606 0.09208 3.18316 -0.188 0.040 0.019
S -0.47553 -0.11173 2.75679 0.102 0.081 -0.059
C 0.98948 2.22687 4.59494 0.051 -0.054 -0.025
C 0.11488 3.06190 3.66358 0.022 0.012 0.047
C 2.02368 3.16379 5.21647 0.006 0.033 0.037
C 0.17403 1.57552 5.71298 0.006 0.029 0.009
N 0.84625 -2.88036 2.19785 0.003 -0.036 0.024
C 0.42762 -3.59916 3.29259 -0.039 -0.026 0.062
C -0.80982 -4.06424 3.04590 0.043 0.008 0.079
N -1.16621 -3.63014 1.77984 0.049 -0.004 -0.053
C -0.13754 -2.88979 1.27299 -0.053 0.136 -0.194
S -0.09230 -2.09890 -0.24602 -0.051 -0.164 -0.009
C -2.46736 -3.94408 1.12080 0.067 0.010 0.063
C -3.30993 -4.78717 2.07693 -0.022 -0.018 -0.018
C -3.22829 -2.65355 0.82417 -0.027 -0.015 0.023
C -2.21359 -4.75947 -0.14578 -0.025 -0.007 0.000
C 3.04476 -1.28667 -0.14668 -0.084 0.176 -0.021
S 2.68397 0.38020 -0.01013 0.017 -0.001 0.026
H 5.07060 0.15266 -3.47998 -0.001 0.000 0.004
H 4.56478 0.55855 -1.83421 -0.038 0.033 0.040
H 5.82354 -0.66348 -2.10005 0.001 0.009 0.017
H 2.69431 -0.48624 -4.18765 -0.008 0.015 -0.009
H 1.78352 -1.64810 -3.20934 -0.005 -0.005 -0.004
H 2.08174 -0.02965 -2.59039 0.012 0.009 0.012
H 4.57211 -1.99982 -4.46462 0.001 -0.005 0.001
H 5.30436 -2.87070 -3.11847 0.000 0.007 0.007
H 3.64389 -3.24803 -3.64159 -0.014 -0.002 0.008
H 4.10447 -3.98792 -1.60858 0.000 -0.019 0.021
H 3.25803 -4.31066 0.96602 0.007 -0.011 0.000
H 2.91991 -2.84448 2.94844 0.006 -0.011 0.022
H 4.30346 -0.70415 3.15482 0.011 0.002 0.009
H 3.75101 1.67054 4.37086 0.007 -0.023 -0.008
H 0.71438 3.48102 2.85702 0.018 -0.002 -0.026
H -0.68824 2.47802 3.22870 -0.016 -0.028 -0.019
H -0.31359 3.87442 4.25678 -0.020 0.002 -0.019
H 2.64266 3.63230 4.45026 -0.008 -0.002 -0.013
H 1.48266 3.95362 5.73707 0.002 0.001 0.000
H 2.65933 2.65821 5.94642 -0.015 0.006 0.000
H -0.58231 0.90929 5.30432 -0.018 -0.024 -0.031
H 0.82436 1.00759 6.38339 0.006 0.005 -0.012
H -0.32444 2.35492 6.29299 -0.001 -0.005 -0.004
H 1.05326 -3.70770 4.15984 -0.005 -0.010 0.010
H -1.45618 -4.65620 3.66231 0.025 -0.003 0.009
H -3.53943 -4.25046 2.99818 -0.003 0.013 0.006
H -4.25237 -5.01146 1.57833 -0.001 -0.005 -0.002
H -2.82745 -5.73504 2.32079 -0.002 -0.003 0.003
H -3.28737 -2.03368 1.72027 -0.005 -0.007 0.014
H -2.74463 -2.07660 0.04363 0.032 0.005 -0.038
H -4.24138 -2.90723 0.50414 0.004 0.017 -0.021
H -1.70684 -5.69486 0.10224 0.007 0.002 -0.002
H -3.17060 -4.99777 -0.61370 -0.004 -0.001 -0.008
H -1.60719 -4.20336 -0.85544 0.025 0.031 -0.010
Cl -5.73320 -0.69040 -3.94263 0.011 0.002 0.010
C -4.15702 -0.29620 -3.29591 -0.075 -0.005 0.031
C -4.02846 0.03485 -1.95939 0.002 -0.014 -0.069
C -2.77188 0.33537 -1.47752 0.005 0.042 0.147
Cl -2.59716 0.78731 0.20063 -0.126 0.025 -0.111
C -1.58736 0.31350 -2.25031 0.022 -0.036 -0.046
O -0.42056 0.56832 -1.76599 -0.150 0.097 0.024
C -1.80899 -0.00900 -3.61049 0.032 -0.006 0.002
Cl -0.43997 -0.02162 -4.67818 -0.008 0.001 0.011
C -3.05297 -0.31216 -4.12794 0.014 0.005 -0.017
H -4.88752 0.06361 -1.30464 -0.008 0.001 0.001
H -3.15499 -0.55823 -5.17524 0.002 0.000 0.000
C 0.69136 5.52284 -1.03651 0.037 0.037 -0.024
C 0.94266 4.02945 -1.18636 -0.014 0.013 0.021
C 2.24649 3.77014 -1.94663 0.000 -0.041 0.015
O -0.15226 3.52190 -1.92686 -0.103 -0.014 0.029
C 1.08525 3.39739 0.22373 0.118 -0.057 0.008
O 1.92810 3.88376 0.97834 -0.082 0.036 0.016
O 0.33628 2.39713 0.50003 -0.005 0.239 -0.145
H 0.62213 5.97711 -2.02713 -0.006 0.005 -0.011
H 1.49851 5.98985 -0.47485 0.000 -0.017 0.007
H -0.25165 5.69103 -0.51476 -0.004 -0.005 0.014
H 2.19491 4.24994 -2.92653 -0.012 0.005 0.006
H 2.38502 2.69630 -2.09439 0.001 -0.008 0.009
H 3.10010 4.15529 -1.38866 -0.006 0.005 0.003
H -0.21646 2.56224 -1.79518 0.104 -0.019 0.036
```
Positions in Å, forces in eV/Å.

No. 3
Computed, not measured: 2 unconnected molecules or ions with the total composition C15H29Br2ClNO2 at a distorted geometry, with the ωB97M-V functional and the def2-TZVPD basis.

Summary:
expectation value of S² = 0.75
E_tot = -6402.1059 hartree
E_LUMO (spin up / spin down) = 0.607 / -0.152 eV
multiplicity = 2

```
50
Properties=species:S:1:pos:R:3:forces:R:3
C -3.25869 1.35693 4.25313 0.485 -0.883 -0.046
C -4.63399 1.02390 3.39793 0.453 -0.399 -0.015
C -4.41027 1.08784 1.75084 0.985 0.897 0.852
C -3.56693 -0.25958 1.34690 -2.206 -0.693 0.529
O -2.72330 -0.13618 0.15080 1.835 -0.392 2.057
C -1.28674 -0.20197 0.46013 -0.027 -1.007 -1.676
Cl -0.96624 1.21712 1.66790 0.236 -1.198 -0.837
C -0.76814 -1.65547 1.02864 -0.371 -0.068 0.147
C 0.86891 -1.84113 1.02404 0.401 -2.000 2.180
C 1.12135 -3.47467 1.28763 0.311 0.938 1.159
C 1.60710 -1.10545 2.33239 -1.377 -0.388 0.197
N 1.53960 -1.53807 -0.29375 -2.678 -0.836 -0.982
O 1.43875 -2.55630 -1.16665 0.452 2.089 1.827
C 1.13021 -0.21416 -0.89110 1.172 1.822 -2.291
C 1.97034 1.08899 -0.26208 0.528 0.346 -0.352
C 1.62380 -0.27707 -2.48989 -1.554 0.486 0.163
C -0.48154 0.07023 -0.94438 -0.408 0.868 0.099
H -2.76767 2.36540 3.89854 -1.156 -1.896 0.879
H -2.42749 0.51957 4.07146 -1.854 1.818 0.307
H -3.45185 1.33410 5.43085 0.252 0.311 -2.676
H -4.95882 -0.09970 3.61852 0.485 2.447 -0.178
H -5.45221 1.76778 3.78197 1.383 -1.530 -0.979
H -5.43362 1.21564 1.19818 1.998 -0.535 0.987
H -3.75248 2.05260 1.51062 -1.405 -2.135 0.434
H -3.02122 -0.63220 2.31171 -0.652 0.794 -2.057
H -4.38196 -1.09405 1.09220 1.824 1.690 0.479
H -1.18994 -1.86235 2.11923 1.098 0.514 -2.260
H -1.20920 -2.52218 0.34058 0.832 2.134 1.216
H 0.41207 -4.14875 0.64528 1.612 1.332 1.261
H 0.92204 -3.61391 2.45614 0.239 0.053 -2.587
H 2.27453 -3.69996 1.12591 -2.600 0.344 0.091
H 2.67779 -1.54563 2.50482 -1.983 1.058 -0.559
H 1.54949 0.06187 2.29527 0.374 -2.351 -0.013
H 0.94119 -1.43418 3.26669 1.485 0.723 -1.981
H 2.71949 0.77011 0.59250 -1.794 0.697 -1.622
H 1.24727 1.97169 0.06094 1.532 -2.128 -0.375
H 2.65750 1.55857 -1.11781 -1.609 -1.261 1.865
H 1.53269 0.83169 -2.89544 0.455 -2.386 0.852
H 2.70849 -0.71778 -2.60846 -2.296 0.951 0.296
H 0.80252 -0.90387 -3.08370 2.164 1.118 1.167
H -0.96626 -0.54572 -1.83927 0.908 1.101 2.224
H -0.63082 1.22744 -1.19029 0.375 -2.569 0.414
Br 1.53087 1.81698 -5.58404 0.092 0.158 -0.104
C 3.42604 2.15726 -5.89451 -0.136 -0.107 -0.203
C 4.28516 1.42079 -4.89320 0.251 0.080 0.070
Br 4.27238 2.31427 -3.15951 0.083 -0.034 -0.174
H 3.56385 3.24174 -5.86985 0.020 -0.303 0.087
H 3.61754 1.79402 -6.90806 0.022 0.023 0.208
H 5.33295 1.42475 -5.20698 -0.211 0.027 0.003
H 3.96547 0.38904 -4.72278 -0.027 0.281 -0.085
```
Positions in Å, forces in eV/Å.

No. 4
Computed, not measured: a single C20H24N2O3S molecule at a distorted geometry, with the ωB97M-V functional and the def2-TZVPD basis.

Summary:
SMILES = CCOc1ccc(CSc2nc(C)cc(COC)c2C#N)cc1OCC
E_tot = -1509.8983 hartree
relative energy (zero: lowest compared OMol25 entry of this formula, charge and spin) = 73.7 kcal/mol
E_LUMO = 0.171 eV
multiplicity = 1

```
50
Properties=species:S:1:pos:R:3:forces:R:3
C -1.85944 -1.65100 1.93541 -0.297 0.163 -0.292
C -2.87369 -1.58182 0.79699 0.232 -0.519 0.269
O -3.27317 -0.24921 0.52296 -0.021 0.351 -0.380
C -2.31759 0.63055 0.08102 0.050 0.034 0.068
C -2.23673 1.84634 0.74478 -0.061 -0.222 -0.093
C -1.31007 2.80848 0.38861 0.029 -0.010 -0.276
C -0.44420 2.56618 -0.66329 -0.441 -0.001 -0.067
C 0.65256 3.52853 -0.99306 0.476 -0.133 0.090
S 2.24219 2.63858 -1.23263 0.064 0.243 -0.264
C 2.11427 1.49405 0.09453 0.205 -0.179 -0.210
N 1.47831 1.90264 1.17355 0.152 0.299 0.228
C 1.28907 1.06467 2.18098 0.064 -0.253 0.064
C 0.51335 1.58831 3.34306 0.017 -0.048 0.044
C 1.75684 -0.24768 2.13813 0.161 0.007 -0.227
C 2.44270 -0.69623 1.02056 -0.116 0.080 -0.047
C 2.93010 -2.11969 0.90513 0.141 -0.192 0.076
O 2.46479 -2.77291 -0.25079 0.205 0.030 0.023
C 1.07746 -2.99858 -0.25587 -0.156 0.000 0.013
C 2.63249 0.19470 -0.04284 -0.580 0.384 0.925
C 3.25807 -0.19476 -1.24523 0.192 -0.124 -0.475
N 3.73995 -0.47674 -2.24675 0.221 -0.084 -0.320
C -0.55570 1.37687 -1.37485 -0.103 -0.056 -0.071
C -1.47299 0.39803 -1.02463 -0.130 -0.051 0.161
O -1.59277 -0.80277 -1.66511 -0.270 0.209 0.348
C -0.88845 -1.03869 -2.87164 0.133 -0.013 -0.432
C -1.48622 -0.29201 -4.05878 0.056 -0.109 0.384
H -0.94747 -1.12302 1.66024 0.129 0.000 0.002
H -1.61662 -2.68823 2.14931 0.072 -0.131 0.043
H -2.26837 -1.19027 2.83201 -0.016 0.026 0.118
H -3.80110 -2.08435 1.08281 0.118 0.008 -0.058
H -2.46857 -2.06160 -0.09913 -0.151 0.067 0.142
H -2.91620 2.01268 1.56662 -0.083 -0.032 0.108
H -1.24668 3.73092 0.94400 0.053 0.108 0.100
H 0.78544 4.26283 -0.20097 -0.119 0.015 -0.063
H 0.49101 4.03616 -1.94518 0.039 0.043 0.027
H 0.70267 2.65109 3.46320 0.012 0.055 0.035
H 0.76826 1.05744 4.25618 -0.038 -0.017 0.104
H -0.55091 1.45920 3.14536 -0.103 -0.013 0.022
H 1.57991 -0.91278 2.96992 -0.023 -0.092 0.078
H 4.02161 -2.12916 0.81699 -0.113 0.008 0.105
H 2.63910 -2.68008 1.80780 0.070 0.093 -0.084
H 0.86405 -3.55747 -1.16414 -0.087 -0.002 0.019
H 0.50874 -2.06162 -0.26594 -0.035 0.006 -0.011
H 0.76905 -3.58721 0.61753 -0.016 -0.002 -0.013
H 0.11905 1.21436 -2.20146 0.055 -0.081 -0.055
H -0.98789 -2.11705 -3.02492 0.101 0.135 0.011
H 0.17782 -0.80892 -2.75593 -0.070 -0.055 0.049
H -2.53201 -0.56514 -4.17708 -0.079 -0.021 -0.042
H -1.42702 0.78389 -3.91504 0.008 0.082 -0.052
H -0.94498 -0.55751 -4.96241 0.053 -0.004 -0.124
```
Positions in Å, forces in eV/Å.

Which of these has the highest multiplicity?
C15H29Br2ClNO2